Below is a 6-piece molecular cluster, C21H29F17NO8S2 overall, with properties calculated with ωB97M-V with the def2-TZVPD basis set.

F_max	5.23	eV/A
LUMO energy	2.04	eV
net charge	-1

```
78
Properties=species:S:1:pos:R:3:mulliken_charge:R:1
F 0.98906 0.24817 -1.36902 -0.99
O 5.71902 0.40324 5.08815 -0.61
S 4.55103 0.18346 4.24130 1.15
O 4.18852 -1.19060 3.85807 -0.60
O 3.28865 0.87784 5.07709 -0.33
C 1.98918 0.67561 4.54599 -0.07
C 0.94322 1.62471 5.11804 -1.24
C 4.61859 1.34870 2.83071 -0.90
H 1.70793 -0.33162 4.85336 0.26
H 1.92072 0.77531 3.46272 0.33
H 1.03271 1.63340 6.20432 0.33
H -0.05464 1.28583 4.83959 0.34
H 1.03050 2.64050 4.73248 0.30
H 3.84341 1.04809 2.12585 0.38
H 5.63146 1.35845 2.42809 0.38
H 4.39154 2.28518 3.34016 0.29
O 6.09027 1.63865 -6.14121 -0.63
S 4.74682 2.01677 -6.65362 1.16
O 4.63035 3.07316 -7.61133 -0.60
O 3.90937 0.69757 -7.18224 -0.32
C 4.09074 -0.52266 -6.42829 -0.09
C 3.22743 -1.57872 -7.06057 -1.28
C 3.75757 2.41808 -5.17321 -0.94
H 3.82723 -0.45315 -5.37291 0.35
H 5.13024 -0.85007 -6.44659 0.29
H 3.20201 -2.50077 -6.47981 0.39
H 3.61762 -1.81987 -8.04936 0.30
H 2.21894 -1.17978 -7.16964 0.32
H 2.72370 2.14753 -5.38771 0.33
H 3.83499 3.49044 -4.99389 0.36
H 4.12645 1.82953 -4.33319 0.35
N -1.49546 -5.48062 -3.64689 -0.56
C -2.12553 -4.32421 -4.00087 -0.21
C -3.46126 -4.31028 -4.44287 -0.33
C -4.09740 -5.51055 -4.48343 -0.17
C -3.48934 -6.68280 -3.98124 -0.36
C -2.17649 -6.62580 -3.59085 -0.17
H -1.67555 -3.34606 -3.91633 0.39
H -3.90360 -3.41700 -4.85854 0.37
H -5.13004 -5.47841 -4.79809 0.33
H -4.11541 -7.53876 -3.77688 0.33
H -1.63284 -7.50776 -3.28589 0.38
C -3.94279 -3.54934 4.54358 -0.90
C -3.12526 -3.67815 3.18788 0.82
C -3.46762 -2.39128 2.34775 0.15
F -4.76075 -2.55898 2.04545 -0.27
F -3.39535 -1.25358 3.08102 -0.25
F -1.81142 -3.72359 3.41790 -0.29
F -3.38021 -4.81485 2.47462 -0.30
O -3.56421 -4.71928 5.29249 -0.36
C -3.66710 -4.59049 6.67668 0.93
C -3.50797 -6.03883 7.26360 0.22
F -2.43693 -6.70842 6.85700 -0.23
F -3.69083 -6.05618 8.56362 -0.26
F -2.67664 -3.75795 7.06650 -0.29
F -4.78685 -4.08840 6.98955 -0.27
H -4.99823 -3.70183 4.31798 0.30
H -3.72531 -2.61906 5.06835 0.48
H -2.91805 -2.34436 1.40760 0.33
H -4.30009 -6.65883 6.84376 0.18
C -0.55120 5.80106 -1.04052 -0.94
C -2.04915 5.29045 -0.93349 0.92
C -2.34396 4.06807 -1.84155 0.02
F -3.62381 3.61546 -1.69912 -0.27
F -2.02755 4.30925 -3.05853 -0.25
F -2.21383 4.88595 0.36566 -0.30
F -2.92603 6.24540 -1.23337 -0.30
O -0.19898 6.86892 -0.11810 -0.39
C 1.19056 7.08739 0.12124 0.93
C 1.38210 8.34297 1.04979 0.20
F 2.64614 8.62017 1.39812 -0.25
F 0.98999 9.51645 0.41582 -0.26
F 1.60503 5.94378 0.70689 -0.28
F 1.85804 7.16554 -1.06228 -0.28
H -0.23904 6.05363 -2.05386 0.42
H 0.03896 4.90038 -0.87146 0.42
H -1.68667 3.23803 -1.58249 0.40
H 0.68300 8.24976 1.88086 0.21
```